Entry 1:
# C25H14BrF2FeN4O2S

A molecular structure, C25H14BrF2FeN4O2S (ωB97M-V with the def2-TZVPD basis set, the OMol25 dataset).

Orbital gap (spin up / spin down): 4.91 / 5.23 eV
E_tot: -156906.74942 eV
Expectation value of S²: 6.02
HOMO level (spin up / spin down): -2.790 / -3.112 eV
M: 608.23 g mol⁻¹
Total charge: -1
Energy relative to the best compared isomer or geometry (same formula, charge and spin): 19.63 kcal/mol
Multiplicity: 5
Max |F|: 1.6 eV/Å

The geometry in XYZ format:
```
50
Properties=species:S:1:pos:R:3:mulliken_spin:R:1
Fe -0.973 -0.296 0.494 3.72
O 2.345 -2.825 5.271 0.00
C 1.593 -2.173 4.347 0.00
C 1.139 -0.874 4.535 0.00
C 0.382 -0.281 3.541 0.00
N 0.102 -0.930 2.410 0.02
C 0.500 -2.173 2.280 0.00
Br -0.172 -2.993 0.711 0.03
C 1.265 -2.872 3.191 0.00
H 2.493 -2.248 6.029 0.00
H 1.349 -0.331 5.449 0.00
H -0.066 0.702 3.635 0.00
H 1.575 -3.893 3.036 0.00
F -5.050 -3.959 -0.693 0.00
C -4.634 -2.664 -0.723 -0.01
C -3.841 -2.199 0.266 0.02
C -3.434 -0.812 0.283 -0.02
C -3.803 -0.005 -0.855 -0.01
C -4.653 -0.592 -1.805 -0.01
F -5.025 0.157 -2.879 0.00
C -5.098 -1.884 -1.794 0.03
C -3.139 1.266 -1.139 -0.01
C -3.768 2.346 -1.793 0.01
C -3.043 3.470 -2.093 0.00
C -1.693 3.540 -1.736 0.01
C -1.149 2.465 -1.076 -0.01
N -1.843 1.359 -0.789 0.04
H -3.560 -2.821 1.104 0.00
H -5.727 -2.278 -2.576 0.00
H -4.818 2.285 -2.031 0.00
H -3.522 4.303 -2.593 0.00
H -1.086 4.408 -1.955 0.00
H -0.115 2.457 -0.752 0.00
O -2.271 1.062 3.459 0.02
S -2.522 1.199 1.954 0.10
N -2.831 -0.415 1.417 0.05
N 8.326 1.177 -3.301 0.00
C 7.264 1.012 -2.891 0.00
C 5.935 0.806 -2.373 0.00
C 5.590 1.314 -1.122 0.00
C 4.316 1.115 -0.626 0.00
C 3.357 0.406 -1.363 -0.01
C 3.723 -0.096 -2.619 0.01
C 4.995 0.100 -3.121 0.00
C 2.044 0.203 -0.841 0.04
C 0.926 0.030 -0.382 -0.03
H 6.322 1.863 -0.544 0.00
H 4.040 1.506 0.343 0.00
H 2.988 -0.642 -3.194 0.00
H 5.265 -0.292 -4.092 0.00
```

---

Entry 2:
# C2H2BrO3P

2 unconnected molecules or ions with the total composition C2H2BrO3P (ωB97M-V with the def2-TZVPD basis set, the OMol25 dataset).

Orbital gap: 6.27 eV
E_tot: -87580.40147 eV
HOMO level: -0.328 eV
M: 184.91 g mol⁻¹
Total charge: -2
Energy relative to the best compared isomer or geometry (same formula, charge and spin): 1.79 kcal/mol
Max |F|: 1.2 eV/Å

The geometry in XYZ format:
```
9
Properties=species:S:1:pos:R:3:lowdin_charge:R:1
C -0.153 0.075 -0.327 -0.38
C -1.298 -0.403 -0.789 -0.60
O -4.209 -1.688 1.322 -0.43
O -2.052 -2.956 1.892 -0.43
O -3.436 -3.642 -0.155 -0.42
P -3.175 -2.689 0.953 0.19
Br -1.501 0.177 -2.795 0.09
H 0.615 0.681 -0.831 -0.02
H 0.092 -0.149 0.712 0.00
```

---

Entry 3:
# CHO3PS2

2 unconnected molecules or ions with the total composition CHO3PS2 (ωB97M-V with the def2-TZVPD basis set, the OMol25 dataset).

Orbital gap (spin up / spin down): 5.85 / 5.84 eV
E_tot: -38154.50468 eV
HOMO level (spin up / spin down): -0.224 / -0.221 eV
M: 156.12 g mol⁻¹
Total charge: -2
Energy relative to the best compared isomer or geometry (same formula, charge and spin): 69.38 kcal/mol
Max |F|: 2.5 eV/Å

The geometry in XYZ format:
```
8
Properties=species:S:1:pos:R:3:lowdin_charge:R:1
C 1.022 -0.384 -0.532 -1.21
O -2.470 -0.831 -0.385 -0.61
O 0.884 -0.214 -1.703 -0.12
O 0.221 0.487 2.118 -0.49
P 0.045 0.733 0.700 0.27
S 2.183 -1.331 0.284 0.36
S -0.318 2.635 0.199 0.00
H -1.568 -1.095 -0.681 -0.20
```

---

Entry 4:
# C6H8O2

C6H8O2 in the gas phase (ωB97M-V with the def2-TZVPD basis set, the OMol25 dataset).

Orbital gap: 9.96 eV
E_tot: -10443.05477 eV
HOMO level: -9.120 eV
M: 112.13 g mol⁻¹
Energy relative to the best compared isomer or geometry (same formula, charge and spin): 84.67 kcal/mol
Max |F|: 3.4 eV/Å

The geometry in XYZ format:
```
16
Properties=species:S:1:pos:R:3:lowdin_charge:R:1
O 2.819 -0.175 -0.088 0.07
C 1.600 -0.137 -0.113 -0.30
C 1.119 1.299 0.174 -0.12
O -0.233 1.607 -0.086 -0.08
C -0.908 0.430 -0.553 -0.31
C -2.074 -0.189 0.041 -0.03
C -0.733 -0.654 0.415 -0.22
C 0.526 -1.351 -0.093 -0.05
H 1.278 1.490 1.221 0.13
H 1.729 1.908 -0.479 0.13
H -0.705 0.147 -1.555 0.15
H -2.596 0.460 0.770 0.13
H -2.883 -0.621 -0.558 0.11
H -0.473 -0.283 1.343 0.12
H 0.536 -1.847 -1.087 0.12
H 0.997 -2.083 0.647 0.13
```

---

Entry 5:
# C2H4BrClO2S

A molecular structure, C2H4BrClO2S (ωB97M-V with the def2-TZVPD basis set, the OMol25 dataset).

Orbital gap (spin up / spin down): 7.37 / 9.34 eV
E_tot: -99628.78547 eV
HOMO level (spin up / spin down): -9.137 / -9.560 eV
M: 207.48 g mol⁻¹
Energy relative to the best compared isomer or geometry (same formula, charge and spin): 86.29 kcal/mol
Max |F|: 2.7 eV/Å

The geometry in XYZ format:
```
11
Properties=species:S:1:pos:R:3:lowdin_charge:R:1
C 0.084 -0.528 1.753 0.13
C -2.563 0.472 0.822 -0.75
O -4.151 -1.513 0.283 -0.33
O -2.201 -2.016 1.594 -0.37
S -2.787 -1.214 0.569 0.16
Cl -1.803 -1.572 -1.108 0.42
Br -2.401 1.413 -0.716 0.77
H 0.418 -0.660 0.728 0.00
H 0.623 -0.010 2.468 -0.02
H -0.526 -1.324 2.007 -0.06
H -2.771 1.050 1.678 0.03
```

---

Entry 6:
# C6H14N2O

C6H14N2O in the gas phase (ωB97M-V with the def2-TZVPD basis set, the OMol25 dataset).

Orbital gap: 9.94 eV
E_tot: -11476.07820 eV
HOMO level: -9.073 eV
M: 130.19 g mol⁻¹
Energy relative to the best compared isomer or geometry (same formula, charge and spin): 39.02 kcal/mol
Max |F|: 2.1 eV/Å

The geometry in XYZ format:
```
23
Properties=species:S:1:pos:R:3:lowdin_charge:R:1
H -3.858 -1.510 -0.390 0.06
N -2.868 -1.372 -0.189 0.10
C -2.580 -0.322 0.429 -0.17
C -1.099 0.000 0.861 -0.36
O -0.978 1.307 1.344 -0.04
C -0.174 -0.377 -0.286 -0.28
C -0.295 0.582 -1.463 -0.05
C 1.327 -0.552 0.264 -0.40
C 1.957 0.672 0.930 -0.06
N 2.143 -1.043 -0.838 0.02
H -3.307 0.436 0.764 0.12
H -0.910 -0.649 1.726 0.15
H -0.953 1.919 0.592 0.09
H -0.480 -1.373 -0.614 0.13
H -0.199 1.638 -1.217 0.07
H -1.253 0.434 -1.961 0.08
H 0.440 0.434 -2.249 0.07
H 1.274 -1.364 1.000 0.14
H 2.119 1.472 0.209 0.08
H 1.352 1.031 1.758 0.06
H 2.926 0.413 1.359 0.07
H 2.404 -0.312 -1.492 0.06
H 3.014 -1.465 -0.538 0.07
```

---

Entry 7:
# C19H21ClN6O

C19H21ClN6O in the gas phase (ωB97M-V with the def2-TZVPD basis set, the OMol25 dataset).

Orbital gap: 9.70 eV
E_tot: -43551.67685 eV
HOMO level: -9.174 eV
M: 384.87 g mol⁻¹
Energy relative to the best compared isomer or geometry (same formula, charge and spin): 71.11 kcal/mol
Max |F|: 1.5 eV/Å

The geometry in XYZ format:
```
48
Properties=species:S:1:pos:R:3:lowdin_charge:R:1
C -0.160 2.473 1.962 -0.07
C 0.239 1.447 0.908 -0.16
C -0.776 1.299 -0.244 -0.37
C -0.883 2.587 -1.074 0.00
C -0.402 0.196 -1.189 -0.23
N -1.216 -0.249 -2.122 0.09
N -0.573 -1.193 -2.782 -0.01
N 0.591 -1.359 -2.322 0.07
N 0.762 -0.499 -1.309 0.00
C 1.996 -0.468 -0.617 -0.16
C 2.951 0.496 -0.938 -0.21
C 2.724 1.522 -2.007 -0.02
C 4.150 0.484 -0.235 -0.04
C 4.394 -0.468 0.735 -0.06
C 3.452 -1.446 1.004 -0.04
C 2.244 -1.470 0.325 -0.20
C 1.242 -2.557 0.558 -0.02
N -2.107 0.991 0.292 -0.06
N -2.815 2.005 0.725 -0.05
O -3.899 1.759 1.239 -0.03
C -2.574 -0.354 0.366 -0.25
C -2.076 -1.221 1.328 -0.02
C -2.547 -2.520 1.409 -0.08
C -3.534 -2.950 0.539 -0.07
C -4.064 -2.083 -0.399 -0.08
C -3.593 -0.782 -0.486 -0.60
Cl -4.258 0.291 -1.647 0.74
H -1.136 2.253 2.386 0.07
H -0.191 3.474 1.542 0.08
H 0.571 2.463 2.766 0.08
H 0.375 0.476 1.391 0.11
H 1.200 1.739 0.485 0.11
H 0.094 2.872 -1.454 0.08
H -1.555 2.418 -1.912 0.09
H -1.284 3.387 -0.462 0.08
H 2.567 2.507 -1.565 0.08
H 3.603 1.587 -2.645 0.09
H 1.869 1.278 -2.631 0.08
H 4.897 1.228 -0.466 0.12
H 5.330 -0.460 1.273 0.11
H 3.658 -2.206 1.743 0.11
H 1.504 -3.140 1.437 0.08
H 1.220 -3.222 -0.306 0.09
H 0.235 -2.160 0.685 0.05
H -1.333 -0.866 2.027 0.12
H -2.147 -3.189 2.156 0.11
H -3.903 -3.962 0.599 0.11
H -4.844 -2.406 -1.070 0.11
```

---

Entry 8:
# C4H14N4

2 unconnected molecules or ions with the total composition C4H14N4 (ωB97M-V with the def2-TZVPD basis set, the OMol25 dataset).

Orbital gap: 8.15 eV
E_tot: -10314.21531 eV
HOMO level: -17.645 eV
M: 118.18 g mol⁻¹
Total charge: +2
Energy relative to the best compared isomer or geometry (same formula, charge and spin): 128.95 kcal/mol
Max |F|: 4.9 eV/Å

The geometry in XYZ format:
```
22
Properties=species:S:1:pos:R:3:lowdin_charge:R:1
C -0.723 -1.062 0.679 -0.07
C 0.293 -1.770 -0.101 -0.06
C 1.726 0.881 -0.457 -0.02
C -1.461 1.858 -2.026 0.07
N -0.816 -1.099 1.989 0.03
N 0.378 0.882 -0.897 0.06
N 0.063 -1.577 2.936 0.13
N -0.119 1.859 -1.506 0.09
H -1.494 -0.437 0.211 0.14
H 1.241 -2.003 0.507 0.13
H 0.399 -1.416 -1.097 0.07
H -0.088 -2.817 -0.174 0.14
H 1.808 0.932 0.554 0.07
H 2.252 -0.212 -0.573 0.18
H 2.242 1.826 -0.821 0.14
H -1.568 1.680 -3.101 0.15
H -2.053 1.320 -1.461 0.05
H -1.723 2.830 -2.029 0.09
H -1.594 -0.606 2.420 0.19
H -0.327 -1.845 3.852 0.16
H 1.014 -1.785 2.809 0.11
H 0.548 2.563 -1.715 0.17
```